Molecular formula: C12H14N2
Method: DFT, ωB97M-V/def2-TZVPD

```
28
Properties=species:S:1:pos:R:3
C -3.6458 -0.6332 -0.0862
C 3.0551 -1.5324 0.3221
C -2.7115 0.2468 0.3815
C 2.0291 -0.9366 1.0898
C -2.9774 -1.7604 -0.5396
C 2.5282 -1.6979 -0.9337
C -1.4509 -0.3255 0.3312
C 0.9713 -0.6156 0.2694
C 1.2009 1.9613 -1.7279
C 0.1195 1.6258 -1.0570
C -0.2057 1.1109 1.7378
C -0.1814 0.1567 0.6562
N -1.6926 -1.5331 -0.2440
N 1.3545 -1.0661 -0.9390
H -4.6510 -0.4899 -0.1091
H 4.0117 -1.8247 0.8410
H -2.8559 1.2806 0.6521
H 2.1318 -0.7184 2.1449
H -3.3960 -2.6534 -1.1217
H 2.9956 -2.0291 -1.8646
H 1.1763 2.4467 -2.6590
H 2.3311 1.7134 -1.5943
H -0.8632 1.9989 -1.0309
H 0.7268 1.7130 1.7276
H -0.1400 0.5312 2.6951
H -1.0881 1.7450 1.6024
H -0.9682 -2.2214 -0.3192
H 0.8270 -0.9617 -1.6966
```

Output
HOMO-LUMO gap (alpha / beta) = 6.1917 / 6.7286 eV
ΔE to the lowest compared entry with this formula, charge and spin = 0.0 kJ/mol
multiplicity = 3
HOMO level (alpha / beta) = -0.1958 / -0.2914 Ha
energy = -15644.801 eV
LUMO level (alpha / beta) = 0.86 / -1.20 eV



Molecular formula: C12H14N2O
Method: DFT, ωB97M-V/def2-TZVPD

```
29
Properties=species:S:1:pos:R:3
C 1.0287 -0.6835 -2.6589
N 0.4143 -0.3420 -1.4359
C 0.8925 -0.7517 -0.2508
C 1.6372 -1.8892 -0.0601
C 1.9151 -2.2436 1.2505
C 1.4211 -1.5475 2.3216
C 0.6198 -0.3862 2.1602
C 0.3839 0.0033 0.8622
C -0.5525 1.1633 0.4544
C -0.0050 2.4960 0.8554
C -1.9960 0.8256 0.7950
C -2.7074 0.3787 -0.4994
O -3.8956 0.0494 -0.5543
N -1.8108 0.3926 -1.4877
C -0.4747 0.8286 -1.1909
H 0.9342 0.0751 -3.4683
H 2.1273 -0.9023 -2.3216
H 0.4692 -1.5710 -3.2375
H 1.9632 -2.5479 -0.7885
H 2.3974 -3.0650 1.4742
H 1.6037 -1.8613 3.4043
H 0.2301 -0.0305 3.0926
H -0.5386 3.1679 0.1414
H 1.1797 2.5806 0.7808
H -0.2777 2.5589 1.8657
H -2.3597 1.7316 1.2143
H -2.2869 -0.0529 1.4747
H -2.2578 0.0869 -2.3293
H -0.0547 1.5362 -1.8643
```

Output
HOMO-LUMO gap = 8.2103 eV
ΔE to the lowest compared entry with this formula, charge and spin = 239.5 kJ/mol
HOMO level = -0.2792 Ha
SMILES string = CN1c2ccccc2[C@]2(C)CC(=O)N[C@H]12
energy = -17697.389 eV
LUMO level = 0.61 eV



Molecular formula: C12H14N2PSYb
Method: DFT, ωB97M-V/def2-TZVPD

```
31
Properties=species:S:1:pos:R:3
C -1.4845 -0.2374 -3.5671
C -0.8719 -1.4547 -3.1685
C -1.5823 -1.9721 -2.0319
C -2.5878 -1.0121 -1.6983
C -2.5213 0.0475 -2.6543
Yb -0.6001 -0.1761 -1.3141
P 0.5893 2.3287 -1.8098
H -1.1780 0.3839 -4.4101
H -0.0482 -1.9555 -3.6695
H -1.2609 -2.8091 -1.4035
H -3.2204 0.8839 -2.7064
H -3.2754 -1.0728 -0.8587
H -0.3193 3.4035 -1.7819
H 1.3560 2.4273 -2.9582
H 1.4840 2.5574 -0.7302
N -0.4482 2.8966 0.9008
C 0.2431 1.8481 1.3383
N 0.3242 0.6530 0.7679
C 0.9069 -0.3582 1.5871
C 1.0236 -1.7483 1.3653
C 1.5979 -2.5056 2.3765
C 2.0442 -1.9388 3.5807
C 1.9134 -0.5655 3.7962
C 1.3411 0.2093 2.8080
S 1.0673 1.9906 2.8726
H -0.4246 3.7259 1.4435
H -1.1788 2.7990 0.2212
H 0.6667 -2.1733 0.4000
H 1.7101 -3.5782 2.2294
H 2.4944 -2.5401 4.3612
H 2.2397 -0.0568 4.7139
```

Output
HOMO-LUMO gap (alpha / beta) = 3.6066 / 7.4209 eV
multiplicity = 2
HOMO level (alpha / beta) = -0.1286 / -0.2718 Ha
energy = -67300.578 eV
LUMO level (alpha / beta) = 0.11 / 0.02 eV